Computed, not measured: C6H9N in the gas phase, with ωB97M-V with the def2-TZVPD basis set.

Structure (XYZ):
```
16
C6H9N (ωB97M-V with the def2-TZVPD basis set)
C 1.501 0.030 1.608
C 0.852 0.586 0.397
C -0.445 0.258 0.029
C -1.311 1.026 1.040
C -0.988 -0.376 -1.046
C -0.173 -0.880 -2.129
N 1.107 -0.923 -2.068
H 1.812 0.858 2.259
H 2.436 -0.415 1.249
H 0.945 -0.716 2.193
H -1.621 1.974 0.596
H -0.815 1.256 1.990
H -2.185 0.415 1.265
H -2.069 -0.420 -1.154
H -0.728 -1.182 -3.032
H 1.490 -1.212 -2.972
```

Spin multiplicity: 1
HOMO-LUMO gap: 7.7 eV
E_HOMO: -7.7 eV
LUMO: 0.003 Eh

Computed, not measured: 2 unconnected molecules or ions with the total composition C4H8NO2, with ωB97M-V with the def2-TZVPD basis set.

Structure (XYZ):
```
15
C4H8NO2 (ωB97M-V with the def2-TZVPD basis set)
C -1.472 0.270 2.443
O -2.526 -0.500 2.758
C 0.690 -1.322 -1.405
C -0.013 -0.187 -1.017
C 0.638 1.211 -1.039
O -0.171 2.272 -0.824
N 1.983 -1.213 -1.737
H -0.897 -0.001 1.475
H -1.666 1.336 2.149
H 0.127 -2.262 -1.475
H 1.121 1.265 -2.035
H -1.035 -0.244 -0.667
H 1.410 1.144 -0.241
H -0.710 0.306 3.272
H 2.522 -2.074 -1.657
```

Spin multiplicity: 2
HOMO-LUMO gap (spin up / spin down): 5.4 / 5.1 eV
E_HOMO (spin up / spin down): 1.1 / 1.1 eV
LUMO (spin up / spin down): 0.237 / 0.227 Eh
Charge: -2

Computed, not measured: 2 unconnected molecules or ions with the total composition C2H3F2NO, with ωB97M-V with the def2-TZVPD basis set.

Structure (XYZ):
```
9
C2H3F2NO (ωB97M-V with the def2-TZVPD basis set)
C -1.128 -0.955 -0.114
C -0.800 0.333 0.573
N 1.706 1.113 0.187
O -1.713 0.402 -0.360
F 2.104 0.267 1.225
F 1.647 0.308 -0.906
H -0.586 -1.327 -1.010
H -1.983 -1.679 0.133
H 0.754 1.538 0.272
```

Spin multiplicity: 1
HOMO-LUMO gap: 9.9 eV
E_HOMO: -9.9 eV
LUMO: 0.001 Eh

Computed, not measured: 2 unconnected molecules or ions with the total composition C2H7NS2, with ωB97M-V with the def2-TZVPD basis set.

Structure (XYZ):
```
12
C2H7NS2 (ωB97M-V with the def2-TZVPD basis set)
C -2.061 0.163 -0.082
N -2.086 0.161 1.187
H -1.921 1.028 -0.723
H -2.038 -0.776 -0.650
H -2.235 -0.813 1.452
C 1.518 0.976 -0.381
S 1.630 -0.642 -1.200
S 2.007 -1.947 0.307
H 2.345 1.177 0.302
H 1.545 1.820 -1.067
H 0.587 0.971 0.181
H 0.708 -2.116 0.676
```

Spin multiplicity: 1
HOMO-LUMO gap: 9.7 eV
E_HOMO: -9.2 eV
LUMO: 0.020 Eh

Question: What is the formula in the second record?
Answer: C4H8NO2